49
Properties=species:S:1:pos:R:3:lowdin_charge:R:1 method="wB97M-V/def2-TZVPD" multiplicity=1 e_homo_ha="-0.5483 / -0.5493" charge=+2 de_lowest_kj_mol=61.0 largest_force_ev_per_a=2.39
Ru -0.247 0.007 1.009 0.8300
C 3.712 -0.727 4.689 0.0300
C 3.430 -1.325 3.362 -0.2723
N 4.078 -2.298 2.797 0.1798
N 3.413 -2.532 1.623 0.0845
C 2.386 -1.723 1.452 -0.6714
S 1.219 -1.619 0.194 0.6734
N 2.379 -0.951 2.536 -0.0671
N 1.397 0.028 2.709 0.0671
H 4.718 -1.008 4.989 0.1053
H 3.010 -1.111 5.431 0.1084
H 3.636 0.360 4.669 0.0911
H 3.724 -3.269 1.007 0.1835
H 0.725 -0.315 3.424 0.0631
H 1.843 0.891 3.008 0.1331
N -3.315 1.165 2.447 0.1991
C -2.498 0.280 3.128 -0.4149
N -2.743 -0.143 4.342 0.0980
N -1.701 -0.943 4.642 0.0060
N -0.879 -1.002 3.655 -0.0843
N -1.362 -0.227 2.645 -0.1359
C -2.957 1.612 1.241 -0.3761
N -3.769 2.273 0.370 0.1368
N -3.097 2.398 -0.730 0.0382
N -1.891 1.905 -0.554 -0.2782
N -1.766 1.384 0.714 -0.1021
H -4.212 1.415 2.841 0.1823
C -1.142 1.454 -4.937 -0.1492
C -1.890 1.569 -3.609 -0.3456
Sb -0.828 0.803 -1.941 1.6547
C -1.690 -1.139 -1.700 -0.3628
C -1.044 -2.141 -2.654 -0.1440
C 1.188 1.451 -2.144 -0.3413
C 1.933 0.472 -3.046 -0.1516
H -1.749 1.902 -5.723 0.0927
H -0.954 0.418 -5.223 0.0718
H -0.191 1.989 -4.923 0.0715
H -2.834 1.023 -3.611 0.0716
H -2.101 2.605 -3.342 0.0673
H -2.736 -0.923 -1.922 0.0776
H -1.603 -1.446 -0.657 0.0172
H -1.072 -1.804 -3.691 0.0767
H -1.609 -3.073 -2.602 0.0995
H -0.013 -2.365 -2.385 0.0481
H 1.601 1.516 -1.141 0.0409
H 1.058 2.448 -2.564 0.0776
H 2.056 -0.503 -2.574 0.0506
H 2.929 0.876 -3.231 0.0993
H 1.454 0.343 -4.017 0.0701